Formula: C21H23ClN4O3
Source: OMol25
Level of theory: ωB97M-V with the def2-TZVPD basis set

As for the gap between HOMO and LUMO: 0.27793 Eh. The calculation puts the total energy at -46777.76428 eV. As for the structure (SMILES): Nc1cccc2c(=O)[nH]c(-c3ccc(Cl)cc3)cc12.CNC(=O)[C@H](C)NC(C)=O. Its energy above the lowest of the compared OMol25 structures with the same formula, charge and spin is 0.0 kcal per mole. The value obtained for the HOMO energy is -0.289 Ha. Its net charge is 0. The molar mass is 414.89 g/mol.

XYZ file:
```
52
Properties=species:S:1:pos:R:3:forces:R:3:lowdin_charge:R:1
N 0.960364 4.182984 1.966432 0.0425 -0.1298 0.4739 0.10
C 0.790193 3.101137 1.111858 0.0631 0.7223 -0.4911 -0.27
C 0.355001 3.354975 -0.190442 -0.0098 -0.5957 -0.0713 -0.03
C 0.207979 2.310984 -1.107738 0.2021 -0.4843 0.5872 -0.07
C 0.497310 1.001770 -0.719527 -0.0681 -0.0515 -0.2469 -0.03
C 0.916952 0.728305 0.588885 -0.0232 1.0503 0.2309 -0.08
C 1.228485 -0.635924 1.023309 -0.3384 -1.4151 -0.8079 -0.41
O 1.101685 -1.612368 0.299109 -0.0399 0.1015 -0.4142 0.06
N 1.652388 -0.870563 2.306183 0.2914 1.4015 1.1925 0.17
C 1.776246 0.138498 3.265643 -0.4140 1.7658 -0.7568 -0.16
C 2.165613 -0.212285 4.649454 0.1221 -0.4427 0.3613 -0.15
C 2.071474 -1.543873 5.099566 0.2059 0.4926 0.4534 -0.02
C 2.402923 -1.886134 6.414511 0.0017 0.1059 -0.0319 -0.09
C 2.837911 -0.909206 7.309722 -0.1683 0.0290 -0.5788 -0.66
Cl 3.238888 -1.334670 8.952926 -0.0814 0.0874 -0.3632 0.66
C 2.950579 0.411756 6.878415 -0.0860 -0.0314 -0.2411 -0.09
C 2.624561 0.757506 5.563516 -0.0018 -0.5616 0.3057 -0.02
C 1.481455 1.440817 2.886914 0.0847 -1.1438 -0.4271 0.05
C 1.060097 1.777428 1.514838 0.3168 -0.6889 0.9913 -0.09
H 0.953270 5.112442 1.551345 0.1696 -0.5974 0.3405 0.10
H 1.547696 4.037571 2.783859 -0.2673 0.3929 -0.5694 0.08
H 0.137798 4.371816 -0.499547 0.0551 -0.0136 0.0829 0.11
H -0.112988 2.520989 -2.123737 0.0451 -0.0215 0.1124 0.10
H 0.413650 0.181555 -1.427343 0.0363 0.0863 0.1741 0.09
H 1.925305 -1.822383 2.516708 -0.1225 0.2094 -0.2037 0.15
H 1.717657 -2.331899 4.443492 -0.0097 0.0799 0.1045 0.11
H 2.312883 -2.914674 6.750399 0.0148 0.1386 -0.0714 0.11
H 3.299074 1.169265 7.573596 -0.0448 -0.0777 -0.1292 0.11
H 2.748554 1.794102 5.273179 -0.0239 -0.1406 -0.0790 0.11
H 1.512609 2.235970 3.619026 -0.0044 -0.2653 0.0831 0.09
C -4.121476 -2.113625 -6.281433 0.6166 0.1427 0.0172 -0.05
N -3.365724 -1.329598 -5.306508 -0.8917 0.3544 0.5489 0.02
C -2.114871 -0.885158 -5.497975 0.9000 -0.7682 -0.6432 -0.46
O -1.510969 -1.100895 -6.544763 -0.2048 0.4547 0.6018 0.05
C -1.454711 -0.069832 -4.353519 0.3967 -0.0523 0.3984 -0.24
C 0.081992 -0.049377 -4.412352 -0.3510 -0.4101 -0.6324 -0.03
N -1.891493 -0.427033 -2.991452 -0.4541 1.2458 -0.8165 0.08
C -1.929108 -1.663187 -2.484803 -0.0165 -1.9075 0.3997 -0.56
C -2.323374 -1.786667 -1.031666 0.0415 0.0765 -0.0454 0.01
O -1.695504 -2.669001 -3.136169 0.1868 0.3352 -0.3252 0.06
H -5.140078 -2.276915 -5.928657 0.1604 0.1216 0.0976 0.08
H -3.634028 -3.079653 -6.428213 -0.0730 0.0238 -0.0780 0.09
H -4.149884 -1.587763 -7.237676 0.0027 -0.0826 0.0614 0.08
H -3.770707 -1.186685 -4.396578 0.0332 -0.0831 -0.0435 0.12
H -1.781661 0.955909 -4.521643 -0.2317 0.1044 0.0739 0.15
H 0.470794 -1.056441 -4.250510 0.0118 0.0902 0.0188 0.09
H 0.407408 0.294210 -5.394987 -0.0039 -0.0982 0.0391 0.08
H 0.487895 0.625211 -3.662042 -0.0944 0.0222 0.0987 0.05
H -2.103758 0.327367 -2.360826 0.0569 0.0701 -0.0225 0.13
H -3.269354 -1.279694 -0.856966 -0.0781 0.1206 0.1799 0.08
H -1.543196 -1.353488 -0.409129 0.0139 0.0860 0.1547 0.06
H -2.423804 -2.843574 -0.786685 0.0315 0.1514 -0.0943 0.09
```
Forces are in eV/Å.

Formula: C28H26N2O5S
Source: OMol25
Level of theory: ωB97M-V with the def2-TZVPD basis set

As for the gap between HOMO and LUMO: 0.28351 Eh. The calculation puts the total energy at -53511.91993 eV. As for the structure (SMILES): CCN(C(=O)COC(=O)c1cc(-c2cccc3ccccc23)nc2ccccc12)[C@H]1CCS(=O)(=O)C1. Its energy above the lowest of the compared OMol25 structures with the same formula, charge and spin is 0.9 kcal per mole. The value obtained for the HOMO energy is -0.308 Ha. Its net charge is 0. The molar mass is 502.59 g/mol.

XYZ file:
```
62
Properties=species:S:1:pos:R:3:forces:R:3:lowdin_charge:R:1
C -2.531823 -2.117312 2.657867 0.1543 0.2187 -0.1112 -0.06
C -1.946507 -1.128625 1.649990 0.0946 -0.2746 0.3107 -0.19
N -2.781118 -1.002739 0.471088 -0.1618 0.0461 0.0715 -0.02
C -2.517972 -1.559314 -0.733264 0.4207 -0.1628 0.3071 -0.44
O -3.352672 -1.664422 -1.608889 -0.2089 -0.0162 -0.2734 0.08
C -1.106168 -2.105987 -0.987705 -0.3166 -0.0836 -0.4084 -0.04
O -0.036707 -1.246477 -0.603901 0.2542 -0.0650 0.0886 -0.01
C -0.161748 0.055867 -0.907664 -0.2476 0.0818 -0.1325 -0.41
O -1.135936 0.520354 -1.443956 0.3552 -0.0651 -0.0724 0.14
C 1.036148 0.813383 -0.468261 0.5685 0.0318 0.0804 -0.04
C 2.277633 0.236248 -0.578786 -0.4745 0.2607 -0.0180 0.06
C 3.424114 0.967997 -0.186005 -0.2986 0.2752 0.0490 -0.22
C 4.767688 0.387227 -0.334505 0.4927 0.1236 -0.2235 -0.12
C 5.738462 1.146856 -0.946077 -0.3924 -0.1393 0.1457 -0.02
C 7.011871 0.625240 -1.198850 0.2548 -0.2282 0.0113 -0.07
C 7.311719 -0.658186 -0.836366 0.0331 0.2119 -0.0775 -0.03
C 6.361893 -1.456971 -0.166349 -0.2386 0.1017 0.0253 -0.16
C 6.672648 -2.768039 0.252684 -0.0565 -0.1873 0.1129 -0.03
C 5.763330 -3.519145 0.941618 0.2794 -0.0349 -0.1048 -0.08
C 4.507988 -2.980698 1.259832 -0.2283 0.1828 0.0107 -0.08
C 4.171828 -1.717424 0.858705 -0.1222 -0.2239 0.1372 -0.03
C 5.071754 -0.928621 0.110180 0.2883 -0.0062 -0.1191 -0.11
N 3.346782 2.199130 0.255310 0.5944 -0.2331 0.0348 0.19
C 2.145943 2.787037 0.386767 -0.7714 -0.0632 -0.1219 -0.20
C 2.106092 4.105398 0.888300 -0.1857 0.1381 0.0539 -0.01
C 0.909524 4.742663 1.058551 0.2810 0.0306 0.0164 -0.07
C -0.293018 4.093274 0.738965 -0.1542 -0.2449 -0.0654 -0.07
C -0.289843 2.816118 0.246958 -0.2534 0.2247 0.0755 -0.01
C 0.925077 2.134056 0.047711 0.4136 0.0053 -0.0103 -0.08
C -4.067235 -0.326731 0.658281 0.3157 0.0905 -0.0544 -0.28
C -4.262371 0.811868 -0.385873 0.3434 0.2683 -0.0017 -0.16
C -5.427634 0.505392 -1.299784 -0.3679 -0.3582 0.5139 -0.20
S -6.566864 -0.273625 -0.131118 -0.0656 -0.4734 -0.1366 0.67
O -7.571055 -1.088219 -0.754890 0.1450 -0.1742 -0.2691 -0.32
O -7.014441 0.695357 0.834200 0.3146 0.3538 0.2173 -0.31
C -5.251984 -1.284519 0.619254 -0.5321 0.4566 -0.3864 -0.15
H -2.684085 -3.087249 2.190463 -0.0139 -0.1161 -0.0336 0.08
H -1.844828 -2.235549 3.491627 0.0186 -0.0375 0.1405 0.08
H -3.484566 -1.768328 3.045851 -0.1239 0.0077 0.0774 0.07
H -0.951094 -1.464108 1.367308 -0.0850 0.1117 0.0202 0.11
H -1.844973 -0.140163 2.112393 0.0815 -0.0600 -0.0630 0.13
H -0.945262 -3.040125 -0.444300 0.0000 0.1093 -0.0452 0.14
H -1.049984 -2.298989 -2.064313 -0.0713 0.0268 0.2266 0.15
H 2.388470 -0.748238 -1.005789 -0.0025 -0.0816 0.0448 0.13
H 5.495733 2.153259 -1.251288 -0.0454 0.0821 -0.0208 0.11
H 7.747966 1.241418 -1.693336 0.0730 0.0200 -0.0452 0.10
H 8.285390 -1.077654 -1.045261 0.0964 -0.0257 -0.0201 0.11
H 7.652693 -3.162753 0.025674 0.0872 -0.0488 -0.0181 0.11
H 6.008726 -4.521564 1.259924 0.0539 -0.0681 0.0104 0.10
H 3.808298 -3.570946 1.833564 -0.0697 -0.0107 0.0505 0.10
H 3.212802 -1.304543 1.135294 -0.0525 -0.0362 0.0380 0.11
H 3.044529 4.576733 1.133802 0.1019 0.0401 0.0242 0.11
H 0.879651 5.750898 1.444218 0.0325 0.0798 0.0297 0.10
H -1.229080 4.611528 0.884260 -0.0919 0.0152 0.0026 0.11
H -1.217008 2.326837 -0.006498 -0.0623 0.0130 -0.0249 0.10
H -4.018947 0.134709 1.647259 0.0155 -0.0788 -0.1028 0.15
H -3.342634 0.938469 -0.957721 -0.1147 0.0294 0.0545 0.10
H -4.473517 1.737640 0.150808 0.0663 -0.0056 -0.0244 0.12
H -5.182981 -0.243493 -2.045994 -0.0185 -0.0521 -0.0548 0.10
H -5.868555 1.387456 -1.748867 -0.2408 0.0391 0.0283 0.11
H -5.559757 -1.643227 1.594887 -0.1916 0.0357 0.0638 0.11
H -5.087604 -2.109584 -0.065589 0.0303 -0.0571 -0.0344 0.11
```
Forces are in eV/Å.